1.
Molecular formula: C26H48Br2F6NiO12S4
Method: DFT, ωB97M-V with the def2-TZVPD basis set

Results
Spin multiplicity: 3
HOMO energy (spin up / spin down) in eV: -8.34 / -8.29
Energy in Eh: -10770.359258

Positions of all 99 atoms, in Å:
Ni (-1.35271, -2.21256, 3.08484)
C (-0.48053, 1.07735, 2.09546)
O (-0.84973, 0.98058, 0.65860)
O (-0.52126, -0.22201, 2.55960)
C (0.90092, 1.88471, 2.21470)
F (1.66949, 1.59078, 1.15942)
F (0.68024, 3.22945, 2.27483)
F (1.47029, 1.61091, 3.34922)
C (-1.00099, 2.23633, 0.04459)
C (-1.10590, 1.84024, -1.43218)
H (-1.93759, 1.17544, -1.66550)
H (-1.02055, 2.72235, -2.06677)
H (-0.28353, 1.22614, -1.79919)
H (-0.08022, 2.81966, 0.04429)
H (-1.93921, 2.70450, 0.34237)
H (-1.21474, 1.62108, 2.68994)
C (0.25621, -2.93651, 6.12098)
O (1.59618, -2.50369, 5.69558)
O (-0.63504, -2.67007, 4.99493)
C (0.36244, -4.40983, 6.77312)
F (1.17201, -4.55729, 7.78193)
F (-0.80729, -4.63493, 7.24268)
F (0.55186, -5.42197, 5.88409)
C (2.40551, -1.72092, 6.69940)
C (2.90763, -0.51045, 5.88053)
H (3.63666, 0.12886, 6.37841)
H (3.13575, -0.92193, 4.89729)
H (2.09300, 0.14287, 5.56805)
H (3.27231, -2.34008, 6.93048)
H (1.91258, -1.39362, 7.61481)
H (-0.03888, -2.20373, 6.87202)
C (0.84535, 6.31552, -3.09648)
C (0.84997, 6.83847, -4.54545)
C (-0.14884, 5.94304, -5.34956)
S (-0.39692, 4.41072, -4.32109)
O (-0.02387, 3.22125, -5.02404)
O (-1.55846, 4.54411, -3.39277)
C (1.04143, 4.86518, -3.30737)
H (-0.06358, 6.53122, -2.53486)
H (1.71121, 6.73357, -2.58305)
H (1.83204, 6.65766, -4.98241)
H (0.74509, 7.91651, -4.66768)
H (0.42258, 5.68728, -6.24184)
H (-1.11747, 6.20941, -5.77254)
H (1.91885, 4.56859, -3.88206)
H (0.96705, 4.25920, -2.40440)
C (-4.02087, -1.39903, -2.00206)
C (-3.86713, -2.91072, -2.42720)
C (-3.08660, -3.70590, -1.35021)
S (-3.38374, -2.79590, 0.25137)
O (-2.17949, -2.59260, 1.12856)
O (-4.67455, -3.28341, 0.78152)
C (-3.67167, -1.20010, -0.56446)
H (-5.01082, -0.94441, -2.03974)
H (-3.42539, -0.86441, -2.74212)
H (-3.39574, -3.14329, -3.38208)
H (-4.85724, -3.27203, -2.70508)
H (-2.00284, -3.77429, -1.44444)
H (-3.42028, -4.73786, -1.45891)
H (-2.64461, -0.85663, -0.68811)
H (-4.18309, -0.48918, 0.08449)
C (1.85428, -1.55854, -5.57080)
C (2.14087, -0.85749, -4.14634)
C (1.18855, -1.50515, -3.14956)
S (0.11696, -2.81512, -4.02877)
O (-1.11879, -2.19791, -4.40495)
O (0.08864, -3.91204, -3.11599)
C (1.37043, -3.03577, -5.42068)
H (2.79990, -1.53057, -6.11219)
H (0.98403, -1.03555, -5.96736)
H (1.96504, 0.21419, -4.23955)
H (3.17564, -0.90117, -3.80655)
H (0.52160, -0.78818, -2.67077)
H (1.75666, -2.21232, -2.54520)
H (0.77343, -3.59490, -6.14114)
H (2.15205, -3.65274, -4.97737)
C (3.86274, -3.61783, 3.03263)
C (4.02273, -2.38319, 2.15687)
C (2.75252, -1.64632, 2.07946)
S (1.59543, -3.16534, 1.51213)
O (1.73170, -3.23741, 0.04903)
O (0.22036, -3.09537, 2.09847)
C (2.63232, -4.38538, 2.58226)
H (3.70191, -3.30134, 4.06320)
H (4.67446, -4.31782, 2.83458)
H (4.26795, -2.73671, 1.15539)
H (4.86604, -1.85669, 2.60379)
H (2.51888, -0.90329, 1.31696)
H (2.31879, -1.30285, 3.01862)
H (2.57728, -5.40390, 2.19796)
H (1.99672, -4.57368, 3.44751)
Br (-2.26900, 5.89450, 1.62276)
C (-3.33162, 5.20829, 0.15086)
C (-4.52340, 4.40566, 0.76278)
Br (-5.66060, 3.59771, -0.58009)
H (-2.75255, 4.46451, -0.39646)
H (-3.67538, 6.05345, -0.44550)
H (-5.08989, 5.04626, 1.43866)
H (-4.16216, 3.57636, 1.37096)

Mulliken charges, unit e, in atom order: 1.1463 -0.1419 -0.1004 -0.3776 0.5689 -0.2577 -0.2771 -0.2428 0.3888 -0.6284 0.1700 -0.0651 0.1087 0.3162 -0.2524 0.1182 -0.4791 -0.3346 -0.7257 0.8968 -0.2667 -0.2738 -0.2806 -0.4161 -0.7962 0.4526 -0.1510 0.2894 0.2121 0.5264 0.3795 -0.5518 -0.7261 -0.5812 1.0089 -0.6938 -0.5839 -0.4009 0.3173 0.3484 0.3259 0.3649 0.2949 0.4501 0.3551 0.0681 -0.6428 -0.6454 -0.5576 0.7325 -0.3254 -0.6806 -0.0732 0.4074 0.2348 0.3863 0.3418 0.2084 0.4391 -0.2894 0.6126 -0.6364 -0.5781 0.1846 1.0426 -0.6145 -0.6448 -0.8250 0.3842 0.3479 0.2034 0.3343 -0.2235 0.2224 0.4836 0.3262 -0.2896 -0.7794 -0.3690 0.7546 -0.5501 -0.1107 -0.5256 0.1313 0.3283 0.3666 0.3373 0.4206 0.0719 0.4979 0.0663 -0.1376 -0.1968 -0.6258 -0.1550 -0.0433 0.4220 0.4421 0.2861

---

2.
Molecular formula: C26H48IN2O7
Method: DFT, ωB97M-V with the def2-TZVPD basis set

Results
Total charge: +1
Spin multiplicity: 1
HOMO energy in eV: -10.72
Energy in Eh: -1953.002332

Positions of all 84 atoms, in Å:
C (-1.09317, 0.94639, 0.45018)
C (-0.04954, 1.93986, 0.02207)
C (0.22318, 2.08755, -1.33864)
C (1.20084, 2.97380, -1.76656)
C (1.92696, 3.72696, -0.85765)
C (1.66952, 3.59519, 0.49972)
C (0.68940, 2.70874, 0.93959)
C (0.46960, 2.55414, 2.42078)
N (1.19196, 1.31155, 2.90082)
C (0.37847, 0.46774, 3.82514)
C (1.21868, -0.75374, 4.28959)
N (2.47598, -0.90589, 3.54853)
C (3.31242, 0.27900, 3.58891)
C (4.32223, 0.34910, 2.41670)
C (4.61211, -0.92129, 1.64241)
O (4.58292, -0.91843, 0.46749)
I (5.21425, -2.71621, 2.63756)
C (2.46366, 1.58623, 3.60462)
H (-0.62845, 0.02785, 0.81396)
H (-1.72367, 0.65763, -0.38103)
H (-1.74903, 1.31607, 1.23322)
H (-0.34011, 1.48698, -2.03374)
H (1.39668, 3.05565, -2.82576)
H (2.69213, 4.40687, -1.19280)
H (2.23292, 4.17473, 1.21476)
H (0.89095, 3.41578, 2.92181)
H (-0.57744, 2.48884, 2.67941)
H (1.35759, 0.75287, 2.06186)
H (-0.56080, 0.18649, 3.36661)
H (0.14171, 1.07502, 4.69303)
H (0.63222, -1.63467, 4.04716)
H (1.38311, -0.75448, 5.36042)
H (2.20190, -1.12720, 2.59542)
H (3.86261, 0.29655, 4.52569)
H (3.97798, 1.06553, 1.67625)
H (5.27085, 0.72438, 2.79363)
H (2.22326, 1.83036, 4.63163)
H (3.00195, 2.41562, 3.16486)
C (0.34698, -0.94918, -7.11890)
O (-0.10056, 0.37004, -7.33879)
C (-0.63898, 0.98033, -6.18215)
C (-0.41110, 2.47620, -6.19024)
O (0.91902, 2.87434, -5.88570)
C (1.91857, 2.66236, -6.87825)
C (1.82142, 3.58407, -8.07274)
O (0.78384, 3.18084, -8.94846)
C (0.21164, 4.25619, -9.66089)
H (-0.49027, -1.62065, -6.89726)
H (0.83881, -1.28611, -8.02886)
H (1.06962, -0.98782, -6.29498)
H (-0.18878, 0.55337, -5.27685)
H (-1.72094, 0.78997, -6.15946)
H (-1.01882, 2.90040, -5.38617)
H (-0.75518, 2.92016, -7.12510)
H (1.95366, 1.61776, -7.18941)
H (2.86089, 2.88545, -6.37251)
H (2.77293, 3.55002, -8.62011)
H (1.65604, 4.61008, -7.72408)
H (-0.15845, 5.02938, -8.97749)
H (-0.62934, 3.86344, -10.22862)
H (0.93202, 4.70127, -10.35563)
C (-6.00595, -3.15279, 3.44725)
O (-4.89316, -4.00317, 3.62235)
C (-4.04379, -4.05486, 2.49084)
C (-2.60933, -4.30161, 2.89792)
O (-1.95506, -3.16817, 3.46308)
C (-2.29980, -2.79196, 4.79031)
C (-1.76756, -3.71471, 5.86530)
O (-2.54154, -4.89218, 5.94925)
C (-1.80399, -6.01426, 6.38854)
H (-6.68989, -3.54565, 2.68763)
H (-6.52986, -3.09568, 4.39899)
H (-5.68874, -2.14311, 3.15947)
H (-4.10219, -3.11911, 1.92193)
H (-4.37072, -4.87888, 1.84357)
H (-2.04613, -4.52467, 1.98915)
H (-2.53025, -5.16978, 3.55250)
H (-3.37396, -2.63674, 4.89895)
H (-1.81632, -1.81781, 4.92615)
H (-1.81718, -3.19440, 6.83267)
H (-0.71854, -3.95416, 5.64976)
H (-0.93332, -6.18890, 5.74602)
H (-2.45895, -6.88031, 6.32839)
H (-1.47260, -5.89055, 7.42494)

Mulliken charges, unit e, in atom order: -1.5911 1.2279 -1.0500 -0.5028 -0.9466 -0.7467 0.8562 -1.2176 0.6393 -1.0310 -0.7186 -0.3270 0.1250 -0.6337 -0.0302 -0.4314 0.0793 -1.1508 0.3146 0.4676 0.3388 0.4785 0.5349 0.4306 0.4297 0.6326 0.4055 0.3984 0.4745 0.3846 0.4575 0.2484 0.3369 0.5689 0.2388 0.4515 0.3764 0.4366 -0.7591 -0.2787 -0.5143 -0.4514 -0.3745 -0.3831 -0.6068 -0.2785 -0.7812 0.3261 0.2422 0.3289 0.3073 0.3922 0.4517 0.1477 0.1773 0.3915 0.4014 0.3644 0.3455 0.2353 0.3265 -0.7632 -0.2933 -0.5600 -0.4461 -0.3055 -0.3834 -0.6868 -0.2787 -0.7669 0.3339 0.2412 0.3236 0.3112 0.4168 0.3995 0.1833 0.2532 0.3398 0.4361 0.3720 0.3363 0.2440 0.3270

---

The records above yield largest force on an atom values of 4.10, 1.18 eV/Å, respectively.